The following is a DFT calculation (ωB97M-V/def2-TZVPD) of C12H14GdN2P as an isolated structure in a non-equilibrium geometry.

Cartesian coordinates (Å):
1 C 2.26825 1.45969 -1.22063
2 C 2.69582 0.94441 -2.46650
3 C 1.55325 0.73519 -3.29776
4 C 0.38745 1.15120 -2.59010
5 C 0.76638 1.59505 -1.30638
6 Gd 1.31747 1.36830 2.32537
7 P -0.54834 3.43772 2.07722
8 H 2.89404 1.75762 -0.37111
9 H 3.73272 0.73730 -2.73575
10 H 1.57061 0.34154 -4.31184
11 H 0.11850 2.01540 -0.53701
12 H -0.63482 1.11817 -2.96166
13 H -1.76382 3.39836 1.31600
14 H -0.04997 4.68677 1.56281
15 H -1.09773 3.96598 3.30063
16 N -1.79649 -0.92521 2.23461
17 C -0.77328 -0.11020 2.51988
18 N 0.20645 -0.28864 1.59119
19 C -0.25834 -1.22161 0.65157
20 C 0.49135 -1.87576 -0.32117
21 C -0.06882 -3.04047 -0.85596
22 C -1.31160 -3.52125 -0.39552
23 C -2.05435 -2.82054 0.56830
24 C -1.50083 -1.65297 1.07669
25 H -2.66605 -1.00495 2.76143
26 H -0.67357 0.41016 3.48647
27 H 1.44892 -1.43913 -0.60500
28 H 0.45854 -3.59482 -1.63430
29 H -1.68982 -4.46462 -0.79510
30 H -3.02192 -3.16268 0.93361

Force components x, y, z for each atom (eV/Å):
-2.5 0.1 -0.2
-0.7 -0.2 0.1
0.1 0.3 0.8
0.6 -0.2 0.3
2.6 -0.3 -0.1
3.6 2.0 0.2
-1.1 1.3 0.1
-0.1 0.0 -0.3
-0.3 0.0 0.0
0.0 0.1 0.2
0.0 0.0 -0.1
0.2 0.0 0.0
0.3 0.1 0.3
-0.2 -0.5 0.2
0.1 -0.1 -0.7
-1.2 -0.2 0.0
0.7 -2.1 -1.6
-2.6 -1.1 0.4
0.7 0.3 1.3
-0.3 -0.3 -0.6
0.3 0.6 0.2
-0.5 0.5 0.4
-0.2 -0.6 -0.6
0.1 -0.5 0.3
0.6 0.1 -0.2
-0.1 0.2 -0.5
-0.2 -0.2 -0.2
-0.1 0.2 0.3
0.0 0.4 0.1
0.3 -0.2 -0.2

Its total energy is -45765.4754 eV. The value obtained for the orbital gap (alpha / beta) is 4.86 / 4.80 eV. The HOMO energy (alpha / beta) comes out at -5.22 / -5.49 eV. The LUMO energy (alpha / beta) is -0.355 / -0.684 eV. Its spin multiplicity is 8.

Mulliken charges, unit e, in atom order: number 1, C, carries -0.283; number 2, C, carries -0.768; number 3, C, carries -0.356; number 4, C, carries -0.971; number 5, C, carries 0.052; number 6, Gd, carries 0.559; number 7, P, carries -0.147; number 8, H, carries 0.077; number 9, H, carries 0.355; number 10, H, carries 0.402; number 11, H, carries 0.360; number 12, H, carries 0.354; number 13, H, carries 0.111; number 14, H, carries 0.116; number 15, H, carries 0.099; number 16, N, carries 0.021; number 17, C, carries -0.633; number 18, N, carries -0.120; number 19, C, carries 0.888; number 20, C, carries -0.586; number 21, C, carries -0.600; number 22, C, carries -0.439; number 23, C, carries -0.735; number 24, C, carries 0.354; number 25, H, carries 0.232; number 26, H, carries 0.318; number 27, H, carries 0.226; number 28, H, carries 0.389; number 29, H, carries 0.375; number 30, H, carries 0.349

=====

The following is a DFT calculation (ωB97M-V/def2-TZVPD) of a 2-piece molecular cluster, C2H9N2O overall in a non-equilibrium geometry.

Cartesian coordinates (Å):
1 C 1.22394 -1.56793 1.65495
2 O 1.10193 -0.56890 0.71012
3 H 2.15627 -2.09378 1.42487
4 H 0.44273 -2.33831 1.54429
5 H 1.06779 -1.16968 2.66018
6 N -0.71942 -0.29358 -1.03340
7 C -1.15725 1.09858 -1.07742
8 N -0.05564 2.01693 -0.86132
9 H -1.51683 -0.91511 -1.00393
10 H 0.03365 -0.35456 -0.29613
11 H -1.95941 1.42718 -0.40302
12 H -1.63703 1.22906 -2.04479
13 H 0.77057 1.70289 -1.36796
14 H 0.24869 1.82721 0.09354

Force components x, y, z for each atom (eV/Å):
-0.8 0.3 -0.2
0.6 -0.2 0.7
0.2 0.0 0.5
0.0 0.1 -0.4
0.6 -0.2 0.2
0.1 1.0 0.2
-0.3 0.2 -0.5
0.4 -0.4 0.4
0.3 -0.3 0.4
-1.2 -0.8 -0.9
0.2 -0.5 0.5
0.3 0.3 -0.5
-0.3 0.1 -0.5
-0.2 0.4 0.1

Its total energy is -7244.4107 eV. The value obtained for the orbital gap (alpha / beta) is 10.00 / 6.65 eV. The HOMO energy (alpha / beta) comes out at -9.13 / -8.82 eV. The LUMO energy (alpha / beta) is 0.868 / -2.174 eV. Its spin multiplicity is 2.

Mulliken charges, unit e, in atom order: number 1, C, carries -0.533; number 2, O, carries -0.392; number 3, H, carries 0.260; number 4, H, carries 0.269; number 5, H, carries 0.240; number 6, N, carries -0.537; number 7, C, carries -0.328; number 8, N, carries -0.702; number 9, H, carries 0.202; number 10, H, carries 0.330; number 11, H, carries 0.273; number 12, H, carries 0.334; number 13, H, carries 0.289; number 14, H, carries 0.295